DFT (ωB97M-V/def2-TZVPD) results for C4H19O6 as an isolated structure in a non-equilibrium geometry.

```
29
Properties=species:S:1:pos:R:3:forces:R:3:lowdin_charge:R:1
C 0.9917 0.7833 0.8537 0.4805 0.0298 -0.3382 -0.29
O 1.3891 -0.4020 1.4745 -0.0097 -1.0816 -0.0534 -0.20
C -0.5321 1.0000 0.8008 -0.8728 0.2267 -0.4045 -0.16
C -1.3754 -0.2623 1.1268 0.0627 -0.1094 0.0557 -0.26
C -2.5620 -0.4210 0.1947 -0.5639 0.3335 -1.5091 -0.15
H 1.4821 1.6266 1.3677 -0.1934 -0.1214 -0.0619 0.11
H 1.4161 0.7456 -0.1517 -0.2593 0.3820 -0.2354 0.09
H -0.8399 1.4049 -0.2050 0.5205 -0.5123 0.7969 0.09
H -0.8230 1.7943 1.4924 0.0603 -0.0134 0.1324 0.10
H -1.7849 -0.2549 2.1623 0.6518 0.0890 -0.4947 0.11
H -0.7337 -1.1585 1.0240 -0.4754 0.5281 0.3137 0.09
H -3.1476 -1.3158 0.4675 -0.0493 0.4660 -0.0090 0.06
H -2.2191 -0.6171 -0.8814 -0.4329 0.4760 1.3401 0.09
H -3.2407 0.5091 0.1945 0.8429 -1.3822 0.0015 0.09
H -1.2249 1.5516 -2.6606 1.3493 -0.3374 -0.1132 -0.05
H -2.3176 1.4875 -1.6134 0.0258 0.1388 -0.5135 -0.02
O -2.1396 1.7833 -2.5200 -1.6648 0.2893 0.5993 -0.10
H 1.2345 0.2824 4.3039 0.9764 1.0782 0.3343 -0.01
H 0.8141 -0.5225 3.0771 0.2194 0.1238 0.1851 0.00
O 0.6540 -0.4032 4.0496 -1.1451 -1.1777 -0.3878 -0.09
H 0.2149 -2.3230 -0.2895 -6.4277 -0.9329 -0.7210 -0.09
H 1.2587 -1.2360 0.7609 0.1965 0.7717 0.7673 0.04
O 1.0746 -2.2248 -0.1967 6.5427 1.0902 0.2514 -0.15
H 2.5680 -0.5562 -1.9008 0.4982 0.2567 -0.0295 0.02
H 1.4266 -1.5537 -1.2308 -0.1140 -0.0168 -0.3942 0.02
O 1.7261 -0.9000 -2.1867 -0.3222 -0.8630 0.7814 -0.20
H 0.6032 1.1491 -3.7538 0.1540 -0.0702 -0.5572 0.02
H 0.9000 0.2664 -2.4630 -0.1882 0.7990 -0.5408 0.00
O 0.4558 1.1617 -2.8153 0.1375 -0.4604 0.8045 -0.14
```
Positions in Å, forces in eV/Å.

- highest occupied orbital energy (eV) = -6.0781
- net charge = -1
- gap between HOMO and LUMO (eV) = 9.720
- DFT total energy (a.u.) = -615.282146
- maximum force (eV/A) = 6.64
- LUMO energy (eV) = 3.64


DFT (ωB97M-V/def2-TZVPD) results for one molecule with the formula C4H2 in a non-equilibrium geometry.

```
6
Properties=species:S:1:pos:R:3:forces:R:3:lowdin_charge:R:1
C 1.7192 0.8163 -0.2892 0.6502 -0.6364 0.2321 0.11
C 0.5968 0.4129 -0.2017 -1.1503 -0.9601 0.8634 -0.16
C -0.6025 -0.2231 0.1208 -2.5762 -0.0742 -0.8689 -0.14
C -1.7494 -0.6636 0.1872 3.3552 1.2561 0.0359 0.14
H 2.7625 0.6699 -0.1485 0.3209 0.7609 -0.3600 0.04
H -2.7265 -1.0123 0.3314 -0.5999 -0.3463 0.0974 0.02
```
Positions in Å, forces in eV/Å.

- highest occupied orbital energy (eV) = -9.8522
- gap between HOMO and LUMO (eV) = 10.460
- DFT total energy (a.u.) = -153.465060
- maximum force (eV/A) = 3.58
- structure (SMILES) = C#CC#C
- LUMO energy (eV) = 0.61


DFT (ωB97M-V/def2-TZVPD) results for C4H2 as an isolated structure in a non-equilibrium geometry.

```
6
Properties=species:S:1:pos:R:3:forces:R:3:lowdin_charge:R:1
C 1.0931 -0.8205 -0.2440 -0.4060 1.0221 0.5843 0.10
C 1.0949 0.8672 0.3201 0.3114 -0.3678 -0.0065 0.10
C -0.1295 -0.6310 0.2972 -1.0989 -0.8577 0.8051 -0.24
C -0.1373 0.7193 -0.2007 -0.3595 -0.8050 -1.5645 -0.20
H -1.0338 -1.0303 0.7887 1.2126 -0.3545 0.0491 0.13
H -0.8874 0.8953 -0.9613 0.3405 1.3628 0.1326 0.12
```
Positions in Å, forces in eV/Å.

- highest occupied orbital energy (eV) = -9.9820
- gap between HOMO and LUMO (eV) = 10.223
- DFT total energy (a.u.) = -153.346494
- maximum force (eV/A) = 1.80
- LUMO energy (eV) = 0.24


DFT (ωB97M-V/def2-TZVPD) results for C4H20B3MgO2S as an isolated structure in a non-equilibrium geometry.

```
31
Properties=species:S:1:pos:R:3:forces:R:3:lowdin_charge:R:1
Mg 1.5345 0.1957 1.2318 -0.0725 -1.0928 -0.1523 0.19
B 2.3172 1.9505 0.4415 1.0511 2.7456 -1.1889 -0.39
H 1.2720 2.4099 0.7863 -0.4065 0.3191 -0.0310 -0.01
H 2.7868 1.4040 1.3693 0.9522 0.0328 0.4584 -0.02
H 2.1736 1.3049 -0.5419 -0.1065 -0.8409 -0.2501 -0.01
H 3.1107 2.8045 0.1070 -0.0793 0.1473 0.1778 -0.01
B 2.7855 -1.5681 1.1359 1.1576 -0.8345 -0.5741 -0.37
H 3.0519 -1.0814 0.0488 -0.1485 -0.0700 -0.1490 0.01
H 1.6173 -1.7552 1.2276 -0.5718 -0.6542 -0.0152 -0.03
H 3.4494 -2.5571 1.3325 -0.1145 -0.0406 0.0982 -0.01
H 3.0390 -0.7171 1.9231 0.6732 0.1631 0.7640 -0.03
B 0.3316 0.4488 2.9510 -1.2519 -0.1792 1.3648 -0.38
H 1.4998 0.4113 3.1433 0.6427 0.2318 0.5809 -0.01
H 0.1283 1.1303 2.0094 -0.6421 0.9164 -0.2313 -0.04
H 0.0289 -0.6488 2.6025 -0.2987 -0.7425 -0.0340 -0.01
H -0.3050 0.7906 3.9169 0.0591 0.1127 -0.0222 -0.01
C -3.2060 0.0503 -1.6128 -0.1420 -0.5436 -0.2242 -0.22
C -2.2776 -0.2057 -2.8173 -0.3925 1.0081 -0.4342 -0.22
C -1.0343 -0.9491 -2.3656 1.1786 0.6329 -0.6292 -0.21
S -1.0009 -0.8471 -0.5868 -0.9521 -0.8235 -0.4914 0.70
O 0.2517 -0.3083 -0.1700 -0.0929 0.0973 -0.5614 -0.34
O -1.4825 -2.0921 -0.0689 -0.0891 -0.2742 0.3196 -0.27
C -2.2909 0.3727 -0.4642 1.0987 0.1574 0.2226 -0.21
H -3.7643 -0.8731 -1.4471 -0.2547 0.2290 0.3201 0.12
H -3.8653 0.8983 -1.7846 -0.2339 -0.2032 -0.1613 0.11
H -1.9658 0.7773 -3.1867 0.0716 -0.0615 0.0436 0.11
H -2.8031 -0.6444 -3.6642 -0.0037 -0.3635 0.1844 0.11
H -0.1492 -0.3887 -2.6785 -0.0170 -0.0250 0.0483 0.11
H -0.8551 -1.9510 -2.7441 -0.4791 -0.2656 0.3959 0.11
H -1.7586 1.3079 -0.6655 -0.1858 0.1260 0.2624 0.12
H -2.6195 0.3302 0.5715 -0.3498 0.0959 -0.0911 0.12
```
Positions in Å, forces in eV/Å.

- highest occupied orbital energy (eV) = -5.8860
- net charge = -1
- gap between HOMO and LUMO (eV) = 8.190
- DFT total energy (a.u.) = -987.682026
- maximum force (eV/A) = 3.17
- LUMO energy (eV) = 2.30


The lowest highest occupied orbital energy belongs to which entry?
number 3